Record 1
Formula: C2H5NO3
Source: the OMol25 dataset
Level of theory: the ωB97M-V functional and the def2-TZVPD basis

ORCA input file:
```
! RIJCOSX wB97M-V def2-TZVPD def2/J DEFGRID3
* xyz 0 1
C -1.05335 -0.79258 0.82498
N -0.03730 -0.33969 -0.06499
C 0.10292 0.93204 -0.47663
O 1.12610 -1.20554 0.01786
O 1.29326 1.13174 -1.11111
O -0.73328 1.79187 -0.33835
H 1.82391 -0.78887 -0.51393
H 1.28714 2.02505 -1.48076
H -1.77533 0.01325 0.95120
H -1.50934 -1.70208 0.42703
H -0.52472 -1.06520 1.76471
*
```

Output
SMILES: CN(O)C(=O)O
largest force on an atom: 0.0379 hartree/bohr
HOMO level: -9.348 eV
calculated total energy: -359.645380 Ha
orbital gap: 0.3660 hartree

Results of the natural (NBO) charge analysis, in e, for atoms 1 through 2: atom 1 (C): -0.4271, atom 2 (N): -0.1634

Record 2
Formula: C23H36F3N4
Source: the OMol25 dataset
Level of theory: the ωB97M-V functional and the def2-TZVPD basis

ORCA input file:
```
! RIJCOSX wB97M-V def2-TZVPD def2/J DEFGRID3
* xyz 1 1
C -2.48332 -0.20136 1.67747
C -2.80955 0.47819 0.37110
C -4.10754 -0.02239 -0.23696
N -1.77710 0.08666 -0.59386
N -2.19063 -0.75150 -1.52540
N -1.12414 -0.94242 -2.34232
C -1.22072 -2.17485 -3.16117
C -2.51962 -2.18035 -3.95235
C -1.21215 -3.41442 -2.27208
C -0.05564 -0.20160 -1.93272
C 1.07908 -0.00095 -2.96616
C 1.82116 1.28669 -2.63840
C 0.63974 0.08462 -4.45166
C 1.92819 -1.27144 -2.84197
C -0.46643 0.49454 -0.78205
C 0.21543 1.52750 0.01632
H -3.24314 0.04413 2.43454
H -2.48845 -1.29550 1.49100
H -1.48354 0.10474 2.03077
H -2.82101 1.56183 0.44480
H -4.94846 0.24032 0.42029
H -4.31103 0.38752 -1.24306
H -4.07317 -1.11940 -0.33063
H -0.37177 -2.18634 -3.84126
H -2.64812 -3.18381 -4.39568
H -3.38478 -1.96364 -3.30111
H -2.49994 -1.44984 -4.77826
H -1.37305 -4.30540 -2.91049
H -0.24720 -3.52928 -1.74784
H -2.02605 -3.35775 -1.52280
H 2.13262 1.25524 -1.58877
H 2.72701 1.41651 -3.25432
H 1.14472 2.13816 -2.82659
H 0.07997 -0.79453 -4.81128
H 0.04270 0.97978 -4.67953
H 1.54390 0.13491 -5.08981
H 1.32964 -2.16068 -3.12995
H 2.81556 -1.21558 -3.49469
H 2.23803 -1.39666 -1.79151
H 0.84089 2.14831 -0.66026
H -0.49188 2.13036 0.65869
C 2.74143 3.53802 0.54871
N 1.92789 2.74431 1.48496
C 2.46947 2.97060 2.86741
C 1.48088 1.42892 1.09048
C 1.06730 0.60318 2.25818
C 0.50045 1.17873 3.43848
C 0.11443 0.39962 4.51142
C 0.37634 -0.96031 4.49841
C 0.17396 -1.74499 5.77205
F -0.03716 -3.06448 5.49217
F 1.24107 -1.68349 6.64337
F -0.89271 -1.24273 6.47833
C 1.00645 -1.55151 3.39723
C 1.35619 -0.75171 2.29413
H 3.15059 4.38811 1.17072
H 3.61254 2.94902 0.15523
H 2.15959 3.98131 -0.28472
H 3.28438 3.74704 2.74987
H 1.71627 3.42384 3.53777
H 2.88876 2.04985 3.30233
H 2.24103 0.85074 0.34316
H 0.41356 2.30719 3.54175
H -0.37718 0.88764 5.37344
H 1.25602 -2.62962 3.41327
H 1.92822 -1.19962 1.47183
*
```

Output
SMILES: CC(C)n1n[n+](C(C)C)c(C(C)(C)C)c1C[C@H](c1ccc(C(F)(F)F)cc1)N(C)C
largest force on an atom: 0.0667 hartree/bohr
HOMO level: -11.290 eV
calculated total energy: -1416.327287 Ha
orbital gap: 0.3053 hartree

Results of the natural (NBO) charge analysis, in e, for atoms 1 through 2: atom 1 (C): -0.6203, atom 2 (C): -0.0549

Record 3
Formula: CH3N2S
Source: the OMol25 dataset
Level of theory: the ωB97M-V functional and the def2-TZVPD basis

ORCA input file:
```
! RIJCOSX wB97M-V def2-TZVPD def2/J DEFGRID3
* xyz 1 1
C 0.44691 -0.51785 -0.06711
N 1.07863 -1.03941 -1.01537
N -0.37001 0.08188 0.68956
S 1.71182 -2.40632 0.06223
H 1.73085 -0.75745 -1.79929
H -0.88682 1.01383 0.54029
H -0.67347 -0.07016 1.68833
*
```

Output
largest force on an atom: 0.0817 hartree/bohr
HOMO level (spin up / spin down): -14.135 / -14.136 eV
calculated total energy: -547.186142 Ha
orbital gap (spin up / spin down): 0.2763 / 0.2763 hartree

Results of the natural (NBO) charge analysis, in e, for atoms 1 through 2: atom 1 (C): 0.7038, atom 2 (N): -0.6294